{"formula": "C23H36AsN6O5S5Ti", "method": "ωB97M-V with the def2-TZVPD basis set", "relative_energy_ev": 0.429, "multiplicity": 2, "lumo_energy_ev": [3.8, 3.8], "total_charge": -2, "gap_ev": [5.409, 5.407], "species": ["Ti", "O", "C", "C", "C", "N", "C", "C", "C", "O", "O", "C", "O", "O", "H", "H", "H", "S", "As", "S", "S", "S", "C", "C", "C", "C", "N", "C", "S", "N", "C", "C", "C", "C", "H", "H", "H", "H", "H", "H", "H", "H", "H", "H", "H", "H", "H", "H", "H", "H", "H", "H", "H", "H", "C", "C", "N", "C", "N", "C", "C", "C", "N", "C", "H", "H", "H", "H", "H", "H", "H", "H", "H", "H", "H", "H", "H"], "positions_angstrom": [[0.17246, 0.49789, -0.26115], [-4.11730, 5.01013, 0.21043], [-3.08245, 4.11966, 0.17486], [-2.05500, 4.23331, -0.75639], [-1.06007, 3.27769, -0.72775], [-1.07562, 2.28557, 0.14601], [-2.04020, 2.18566, 1.04854], [-3.07677, 3.09266, 1.11167], [-1.76975, 1.02829, 1.99548], [-2.29870, 1.00075, 3.09100], [-0.86308, 0.23985, 1.52547], [0.13780, 3.20465, -1.65838], [0.39758, 4.15324, -2.39318], [0.78112, 2.10996, -1.52856], [-4.00536, 5.63243, -0.51527], [-2.00988, 5.02974, -1.48978], [-3.84902, 2.99483, 1.86088], [-0.69641, -3.63371, -2.91359], [-0.97502, -2.37230, -1.23666], [-1.41136, -0.27527, -1.88610], [0.97212, -1.76876, -0.30395], [-2.36040, -3.01395, 0.21918], [-0.37285, -2.84904, -7.94617], [0.90876, -2.02216, -7.90866], [1.91279, -2.50313, -6.86371], [1.38525, -2.47121, -5.43203], [0.89196, -1.15487, -5.05310], [1.72103, -0.18593, -4.58099], [3.37200, -0.43061, -4.33695], [1.15671, 1.00036, -4.31542], [-0.20754, 1.38096, -4.63219], [-0.38944, 1.72461, -6.10810], [-1.85685, 1.95477, -6.46250], [-2.68244, 0.67011, -6.42596], [-1.03407, -2.52633, -8.75422], [-0.92819, -2.76545, -7.01072], [-0.14998, -3.90925, -8.09673], [0.65883, -0.97905, -7.70012], [1.38395, -2.03541, -8.89547], [2.82032, -1.89712, -6.91658], [2.20304, -3.53712, -7.08683], [2.16441, -2.78924, -4.73883], [0.55311, -3.15768, -5.29610], [-0.02024, -1.17071, -4.60625], [1.72242, 1.64992, -3.79301], [-0.44404, 2.25700, -4.02849], [-0.89802, 0.60722, -4.30786], [0.00598, 0.90702, -6.71741], [0.20513, 2.61333, -6.33822], [-1.92205, 2.39869, -7.46102], [-2.28472, 2.68860, -5.77043], [-2.23733, -0.08948, -7.07452], [-3.70596, 0.84376, -6.76566], [-2.73763, 0.25004, -5.42081], [2.99076, -2.09382, 3.53938], [1.58788, -1.60921, 3.24277], [1.67064, -0.28655, 2.63798], [2.53975, -0.04098, 1.61188], [2.20323, 0.84184, 0.71157], [3.18380, 1.23716, -0.30710], [4.60912, 0.88364, 0.06702], [4.62059, -0.56484, 0.50006], [3.74515, -0.71059, 1.65291], [3.79267, -2.03895, 2.25530], [2.97028, -3.11884, 3.91466], [3.45733, -1.45592, 4.29559], [0.99202, -1.52171, 4.15127], [1.07683, -2.30130, 2.56400], [0.75011, 0.09920, 2.44628], [3.07226, 2.30489, -0.49088], [2.94972, 0.73792, -1.25380], [4.96876, 1.50961, 0.89003], [5.26209, 1.03402, -0.79454], [5.61856, -0.88886, 0.80815], [4.28916, -1.20999, -0.32445], [4.84506, -2.27048, 2.44150], [3.40400, -2.77965, 1.54392]]}

---

{"formula": "C23H36AsN6O5S5Ti", "method": "ωB97M-V with the def2-TZVPD basis set", "relative_energy_ev": 1.657, "multiplicity": 2, "lumo_energy_ev": [3.8, 3.8], "total_charge": -2, "gap_ev": [4.768, 5.102], "species": ["Ti", "O", "C", "C", "C", "N", "C", "C", "C", "O", "O", "C", "O", "O", "H", "H", "H", "S", "As", "S", "S", "S", "C", "C", "C", "C", "N", "C", "S", "N", "C", "C", "C", "C", "H", "H", "H", "H", "H", "H", "H", "H", "H", "H", "H", "H", "H", "H", "H", "H", "H", "H", "H", "H", "C", "C", "N", "C", "N", "C", "C", "C", "N", "C", "H", "H", "H", "H", "H", "H", "H", "H", "H", "H", "H", "H", "H"], "positions_angstrom": [[0.19265, -0.24209, -0.21548], [-3.31374, 4.33801, 1.64096], [-2.49928, 3.33430, 1.17167], [-1.90740, 3.38876, -0.06312], [-1.11803, 2.30822, -0.47501], [-0.94617, 1.26111, 0.37789], [-1.53943, 1.20634, 1.59022], [-2.33504, 2.21010, 2.03131], [-1.20963, -0.12415, 2.27182], [-1.83566, -0.50960, 3.24146], [-0.24980, -0.74534, 1.64724], [-0.56134, 2.00285, -1.79581], [-0.69711, 2.69433, -2.79874], [-0.00912, 0.78761, -1.79790], [-3.33383, 5.03461, 0.97790], [-2.04550, 4.23674, -0.72902], [-2.83046, 2.16262, 2.99241], [4.47130, -1.74055, 0.79069], [3.14197, -0.72982, -0.52049], [2.09792, 0.94699, 0.51489], [1.41111, -2.07667, -1.04597], [4.11703, -0.05188, -2.29320], [-2.59807, 1.08237, -8.16304], [-2.61297, -0.17057, -7.28671], [-3.30092, 0.05033, -5.93885], [-2.42429, 0.77407, -4.91785], [-1.07766, 0.23692, -4.74746], [-0.78648, -1.01160, -4.24849], [-1.95305, -2.16612, -3.82628], [0.51409, -1.23604, -4.11780], [1.60235, -0.50653, -4.75044], [2.08015, -1.21108, -6.01694], [2.96620, -0.31451, -6.87927], [2.17928, 0.79100, -7.58886], [-2.07174, 0.90464, -9.10539], [-2.09751, 1.91394, -7.65609], [-3.61790, 1.39844, -8.40522], [-1.58844, -0.50295, -7.10473], [-3.12328, -0.97780, -7.81725], [-3.59591, -0.90887, -5.52576], [-4.20851, 0.65558, -6.07285], [-2.95117, 0.81008, -3.96038], [-2.27263, 1.80233, -5.24575], [-0.46803, 0.92991, -4.32740], [0.76290, -1.99622, -3.50710], [2.40662, -0.42328, -4.02187], [1.28104, 0.50171, -4.99186], [1.20779, -1.53601, -6.59714], [2.63052, -2.11210, -5.72868], [3.46810, -0.92961, -7.63234], [3.74677, 0.13055, -6.25188], [1.34812, 0.36429, -8.16099], [2.81487, 1.35039, -8.28111], [1.75796, 1.50578, -6.87676], [-5.41788, -0.02403, -1.53387], [-4.22892, 0.90065, -1.37225], [-3.04538, 0.07559, -1.41123], [-2.90497, -1.07109, -0.70189], [-1.70931, -1.54378, -0.48379], [-1.60122, -2.89406, 0.09804], [-2.83530, -3.73059, -0.16950], [-4.02774, -2.97266, 0.35788], [-4.08207, -1.68487, -0.31729], [-5.37271, -1.01224, -0.38536], [-5.30527, -0.56393, -2.47858], [-6.36571, 0.51984, -1.53324], [-4.30413, 1.45520, -0.42764], [-4.16664, 1.63205, -2.17612], [-2.18419, 0.43302, -1.78082], [-1.43436, -2.80681, 1.17049], [-0.72987, -3.36698, -0.33240], [-2.74913, -4.70968, 0.30727], [-2.94581, -3.86749, -1.24981], [-3.94331, -2.84325, 1.44379], [-4.96099, -3.49641, 0.15050], [-5.57771, -0.48291, 0.55569], [-6.14056, -1.77718, -0.50535]]}

---

{"formula": "C23H36BBrCaClF6Mg2NO8", "method": "ωB97M-V with the def2-TZVPD basis set", "multiplicity": 1, "lumo_energy_ev": -3.2, "total_charge": 0, "gap_ev": 1.273, "species": ["O", "C", "C", "C", "C", "O", "C", "C", "C", "C", "Cl", "C", "H", "H", "H", "H", "H", "H", "H", "H", "H", "Ca", "B", "F", "F", "F", "F", "C", "C", "C", "C", "C", "C", "N", "O", "C", "C", "C", "H", "H", "H", "H", "H", "H", "H", "H", "H", "H", "H", "H", "H", "H", "H", "H", "H", "H", "Mg", "Br", "O", "C", "O", "C", "C", "C", "H", "H", "H", "H", "H", "H", "H", "H", "C", "O", "O", "O", "H", "Mg", "F", "F"], "positions_angstrom": [[-0.97802, 4.32725, 0.66821], [-2.02643, 4.01355, 1.17232], [-2.23228, 2.70877, 1.87198], [-2.94247, 2.68458, 2.98274], [-3.49471, 4.00458, 3.41852], [-3.54774, 4.34737, 4.57256], [-3.96249, 4.85488, 2.28598], [-5.24862, 5.63099, 2.38792], [-6.21872, 4.93047, 1.42015], [-6.49857, 3.51330, 1.88620], [-6.61841, 2.32303, 0.52377], [-3.23846, 4.86891, 1.17396], [-1.82105, 1.82272, 1.44031], [-3.16914, 1.79052, 3.53751], [-5.66062, 5.50795, 3.38610], [-5.12801, 6.68257, 2.16403], [-5.71517, 4.86281, 0.46078], [-7.12230, 5.49959, 1.23569], [-5.73624, 3.12013, 2.54485], [-7.42962, 3.50261, 2.43914], [-3.54362, 5.43452, 0.30978], [-0.88187, 0.25497, 0.54186], [2.27051, -1.10381, 0.08735], [1.99686, -2.11257, 1.01592], [1.18544, -0.15724, 0.10638], [3.44393, -0.44553, 0.42267], [2.37637, -1.65199, -1.18721], [8.36307, -1.01785, -0.44522], [7.90311, -2.20431, 0.42655], [9.09987, -2.74216, 1.22160], [9.61387, -1.83716, 2.35458], [8.52217, -0.93780, 2.96591], [7.09038, -1.45015, 2.78709], [6.84188, -1.66476, 1.32957], [5.71285, -2.01134, 1.07013], [6.16031, -0.33965, 3.28395], [6.85521, -2.70127, 3.62401], [7.42525, -3.30471, -0.50108], [7.53354, -0.62994, -1.03709], [9.14693, -1.33507, -1.13012], [8.75591, -0.19511, 0.15435], [8.83306, -3.71154, 1.64748], [9.91360, -2.94751, 0.52839], [10.05521, -2.46379, 3.12946], [10.42390, -1.20809, 1.98564], [8.72198, -0.78301, 4.02422], [8.60026, 0.05242, 2.51062], [6.24788, 0.55322, 2.66504], [6.42547, -0.06913, 4.30380], [5.11651, -0.65145, 3.27836], [7.04352, -2.46170, 4.66805], [7.50759, -3.53021, 3.34939], [5.82404, -3.04493, 3.54113], [8.24831, -3.60220, -1.14666], [6.60775, -2.97885, -1.14164], [7.09617, -4.18321, 0.05574], [-7.08775, 1.33390, -1.91820], [1.00373, 1.37764, 2.32532], [-7.46977, -2.13837, -2.97762], [-7.70061, -2.11668, -4.15775], [-8.97886, -2.22383, -4.56871], [-9.38171, -2.06078, -5.92941], [-9.18744, -3.32997, -6.73306], [-6.59022, -2.04905, -5.17886], [-8.87832, -1.20361, -6.37862], [-10.44107, -1.81411, -5.88822], [-8.13942, -3.62438, -6.77623], [-9.54886, -3.19582, -7.75281], [-9.73296, -4.15337, -6.27226], [-6.15969, -3.04209, -5.29730], [-5.82554, -1.37497, -4.80404], [-6.89772, -1.67332, -6.15157], [-2.92206, -1.70777, -2.63026], [-2.95646, -1.27622, -1.46728], [-4.09291, -2.25856, -3.10809], [-1.94994, -1.69996, -3.43058], [-4.66935, -2.14073, -2.33583], [-2.24576, -1.79755, -5.38725], [-2.45000, 7.09813, 2.68307], [-1.44543, 7.25785, 1.76281]]}

---

{"formula": "C23H36BF15N3O12", "method": "ωB97M-V with the def2-TZVPD basis set", "multiplicity": 1, "lumo_energy_ev": -5.1, "total_charge": 1, "gap_ev": 8.053, "species": ["C", "N", "C", "N", "N", "C", "B", "O", "O", "H", "H", "H", "H", "H", "H", "H", "H", "H", "H", "H", "C", "C", "O", "C", "O", "C", "F", "F", "F", "H", "H", "H", "H", "H", "C", "C", "O", "C", "O", "C", "F", "F", "F", "H", "H", "H", "H", "H", "C", "C", "O", "C", "O", "C", "F", "F", "F", "H", "H", "H", "H", "H", "C", "C", "O", "C", "O", "C", "F", "F", "F", "H", "H", "H", "H", "H", "C", "C", "O", "C", "O", "C", "F", "F", "F", "H", "H", "H", "H", "H"], "positions_angstrom": [[-1.10706, -1.19567, -0.41054], [-1.07161, -0.27957, -1.61459], [-0.12006, 0.73985, -1.72472], [-0.09791, 1.63047, -2.98097], [0.91705, 0.93260, -0.63840], [0.81948, 2.28345, 0.03529], [2.29998, 0.64928, -1.19527], [3.08316, -0.59362, -0.88773], [2.96867, 1.62037, -2.10882], [-1.65361, -2.20141, -0.66550], [-1.75430, -0.66363, 0.43028], [-0.05804, -1.41360, 0.07421], [-1.78632, -0.40427, -2.38728], [0.41001, 1.06607, -3.72254], [-1.09116, 1.67685, -3.33795], [1.09128, 2.13153, 1.18601], [-0.28873, 2.68540, 0.01302], [1.61346, 3.04203, -0.38007], [2.91033, -1.19943, -1.69211], [2.87537, 1.22173, -3.02421], [3.16752, 3.54410, -4.89761], [3.45973, 4.57457, -5.97257], [3.31708, 3.99439, -7.27770], [2.03976, 3.92761, -7.77122], [1.04836, 4.32412, -7.16577], [2.04030, 3.33844, -9.18194], [2.84383, 2.24244, -9.29712], [2.48269, 4.23250, -10.11222], [0.80225, 2.94338, -9.59614], [3.79435, 2.65645, -5.03464], [3.35335, 3.95843, -3.90272], [2.12703, 3.20792, -4.94440], [4.49814, 4.91009, -5.88549], [2.82450, 5.46129, -5.86534], [-5.56316, -7.37057, -1.41522], [-4.52618, -6.32721, -1.78786], [-4.51854, -5.26021, -0.82777], [-3.79695, -5.48402, 0.31625], [-3.18292, -6.52114, 0.54863], [-3.83293, -4.25303, 1.22213], [-5.08051, -3.71286, 1.33122], [-3.02571, -3.25368, 0.76367], [-3.42306, -4.51549, 2.49631], [-6.54816, -6.90766, -1.29231], [-5.62921, -8.14388, -2.18571], [-5.31706, -7.85023, -0.46276], [-4.78451, -5.88326, -2.75462], [-3.52847, -6.76875, -1.89231], [-1.61894, -3.56872, 4.65224], [-0.49377, -3.13255, 3.73216], [0.06884, -1.89008, 4.17944], [1.00041, -1.97644, 5.18158], [1.35818, -3.03135, 5.69714], [1.55076, -0.59149, 5.52263], [0.57513, 0.35688, 5.61686], [2.42814, -0.14073, 4.58056], [2.22197, -0.56103, 6.70963], [-2.36910, -2.77616, 4.74556], [-2.10371, -4.47171, 4.27065], [-1.24768, -3.77441, 5.66104], [-0.88981, -2.95855, 2.72651], [0.27902, -3.90487, 3.64500], [-6.01447, 0.33428, 3.47799], [-4.96548, 1.42548, 3.36976], [-4.32505, 1.38210, 2.08590], [-4.99039, 2.00096, 1.05931], [-6.07264, 2.56632, 1.18485], [-4.17538, 1.92291, -0.23179], [-3.64503, 0.68521, -0.44851], [-3.12338, 2.79110, -0.22885], [-4.90714, 2.21948, -1.34399], [-5.57531, -0.64498, 3.25935], [-6.44803, 0.31157, 4.48174], [-6.82158, 0.48847, 2.75507], [-4.18565, 1.25934, 4.11990], [-5.39220, 2.41645, 3.56256], [4.38973, 0.92354, 2.29023], [5.51490, 1.35971, 1.37014], [6.07751, 2.60218, 1.81743], [7.00908, 2.51582, 2.81957], [7.36685, 1.46091, 3.33513], [7.55942, 3.90077, 3.16062], [6.58380, 4.84914, 3.25484], [8.43680, 4.35153, 2.21855], [8.23064, 3.93123, 4.34761], [3.63956, 1.71610, 2.38355], [3.90495, 0.02055, 1.90864], [4.76099, 0.71785, 3.29903], [5.11886, 1.53370, 0.36449], [6.28769, 0.58738, 1.28299]]}

---

no.,DFT total energy (eV)
1,-181754.708
2,-181753.480
3,-171176.372
4,-94907.645